No. 1
Formula: C54H141N11O16
Source: the OMol25 dataset
Level of theory: wB97M-V/def2-TZVPD

Cartesian coordinates (Å):
C: -21.52504 7.84507 -12.79207
O: -20.27473 8.54853 -12.73415
C: -19.20086 7.77925 -12.14393
C: -17.83079 8.60109 -11.97175
C: -17.05655 8.94129 -13.29381
N: -16.91070 7.76992 -11.25462
H: -22.27381 8.39993 -13.35737
H: -21.90342 7.60499 -11.79845
H: -21.41478 6.90643 -13.33511
H: -19.44871 7.43494 -11.13988
H: -19.00596 6.86233 -12.70015
H: -18.02676 9.51703 -11.41432
H: -16.53608 8.12630 -13.79680
H: -16.30560 9.70890 -13.10684
H: -17.75262 9.35978 -14.02076
H: -17.12297 7.65995 -10.27332
H: -16.07639 8.31933 -11.10569
C: -23.41643 14.58698 -7.38144
O: -23.26311 15.49766 -8.44450
C: -22.45591 15.01025 -9.50092
C: -22.34486 16.03427 -10.63863
C: -23.65731 16.50609 -11.12592
N: -21.68274 15.49817 -11.84190
H: -23.81176 13.65832 -7.79304
H: -24.19606 14.91544 -6.69413
H: -22.45179 14.43578 -6.89699
H: -21.47188 14.66660 -9.18206
H: -22.92365 14.06372 -9.77187
H: -21.77507 16.88593 -10.26700
H: -24.21625 15.75562 -11.68491
H: -23.62849 17.46163 -11.64957
H: -24.35712 16.70336 -10.31385
H: -21.89705 16.03470 -12.67034
H: -22.03272 14.57415 -12.05119
C: -25.30596 9.38362 -12.19360
O: -25.43592 10.80278 -12.36228
C: -24.13132 11.35438 -12.75337
C: -24.21221 12.90686 -12.85321
C: -25.29922 13.49010 -13.68357
N: -22.94427 13.35311 -13.41581
H: -25.49205 8.85710 -13.12968
H: -26.11062 9.01695 -11.55628
H: -24.41010 9.05814 -11.66482
H: -23.36872 11.04996 -12.03653
H: -23.92035 10.76065 -13.64280
H: -24.37793 13.22270 -11.82322
H: -25.39548 14.56087 -13.50392
H: -26.25777 13.06632 -13.38408
H: -25.19872 13.36415 -14.76160
H: -22.93791 13.14421 -14.40395
H: -22.19265 12.78242 -13.05599
C: -19.95192 4.58137 -14.43875
O: -20.89783 5.19327 -15.33481
C: -22.28032 4.78814 -14.97541
C: -23.17770 5.48867 -16.09376
C: -23.22599 7.02862 -15.94811
N: -24.56956 5.05347 -15.92785
H: -20.24354 4.80760 -13.41314
H: -19.00326 5.11442 -14.50205
H: -19.79525 3.51533 -14.60337
H: -22.30269 3.70196 -15.06382
H: -22.63665 5.03694 -13.97580
H: -22.82771 5.35631 -17.11752
H: -22.20530 7.34694 -15.73607
H: -23.82246 7.24952 -15.06294
H: -23.56613 7.53269 -16.85272
H: -25.08481 5.55196 -16.63927
H: -24.54441 4.06077 -16.11232
C: -25.59187 9.20008 -23.83032
O: -25.23419 8.64642 -22.52576
C: -23.86832 8.91962 -22.14948
C: -23.57587 8.24163 -20.81168
C: -22.10898 8.32471 -20.40388
N: -23.92163 6.89345 -20.91330
H: -24.75715 9.00601 -24.50387
H: -25.85108 10.25283 -23.71793
H: -26.45059 8.63595 -24.19428
H: -23.20346 8.48054 -22.89330
H: -23.65319 9.98815 -22.14083
H: -24.22492 8.76238 -20.10765
H: -21.35924 7.91932 -21.08332
H: -21.84821 7.93583 -19.41957
H: -21.78371 9.36059 -20.30776
H: -23.07315 6.49210 -21.28627
H: -24.63887 6.92931 -21.62351
C: -23.79610 10.51060 -9.09860
O: -23.36029 10.51731 -7.69464
C: -22.91339 9.26980 -7.32997
C: -22.63551 9.25179 -5.82556
C: -22.07968 10.57876 -5.16152
N: -21.53221 8.30060 -5.49594
H: -23.06901 10.09732 -9.79763
H: -23.91441 11.54758 -9.41289
H: -24.77825 10.06694 -9.26185
H: -23.60096 8.46113 -7.57779
H: -22.00120 9.02376 -7.87355
H: -23.60926 8.98802 -5.41284
H: -22.85819 11.32101 -5.33785
H: -21.21825 11.06426 -5.62014
H: -21.95896 10.48355 -4.08242
H: -21.39467 8.32289 -4.49560
H: -20.63238 8.65260 -5.79008
C: -22.81776 10.94876 -16.78913
O: -22.00311 11.72016 -15.87137
C: -20.76832 11.14205 -15.66253
C: -20.17266 11.85840 -14.41751
N: -20.72480 11.39644 -13.13664
C: -20.00167 12.02775 -12.00408
C: -20.52476 11.55785 -10.68416
O: -19.71664 12.07279 -9.65465
C: -20.31951 12.02276 -8.37545
H: -23.77623 11.43329 -16.97531
H: -23.07136 10.05013 -16.22676
H: -22.28667 10.75948 -17.72198
H: -20.14227 11.43714 -16.50460
H: -20.77594 10.05865 -15.54295
H: -20.42407 12.91145 -14.54388
H: -19.09376 11.75343 -14.53175
H: -20.66338 10.38879 -13.16788
H: -20.10611 13.11225 -11.97159
H: -18.92300 11.90116 -12.09657
H: -20.63052 10.47558 -10.60925
H: -21.49293 12.05715 -10.64628
H: -21.32207 12.44357 -8.29860
H: -19.68774 12.53844 -7.65224
H: -20.47860 10.99291 -8.05574
C: -20.66080 18.06548 -22.94995
O: -21.25403 17.17235 -22.03448
C: -21.30526 15.78385 -22.32491
C: -21.83974 15.06763 -21.08002
N: -21.51153 13.64289 -21.12250
C: -22.25510 12.86923 -20.03484
C: -23.72537 12.48510 -20.60487
O: -24.35897 11.55908 -19.74363
C: -25.71650 11.29847 -20.07221
H: -21.14975 18.08880 -23.92386
H: -19.65929 17.66402 -23.10457
H: -20.53535 19.08915 -22.59715
H: -20.35011 15.41646 -22.70014
H: -21.91466 15.66491 -23.22078
H: -22.90023 15.17969 -20.85442
H: -21.39163 15.60656 -20.24525
H: -20.51019 13.51880 -21.07760
H: -22.31918 13.38370 -19.07603
H: -21.77180 11.91382 -19.83056
H: -23.69866 12.23160 -21.66464
H: -24.37191 13.36250 -20.58864
H: -26.26084 12.19819 -20.35907
H: -26.23050 10.85229 -19.22084
H: -26.03925 10.59270 -20.83760
C: -18.90528 7.65696 -16.27090
O: -18.40550 8.77989 -16.94153
C: -19.19090 9.18611 -18.05665
C: -18.49104 10.48073 -18.44377
N: -17.48070 10.29698 -19.52900
C: -16.28671 9.57678 -19.14872
C: -15.38455 9.21394 -20.33709
O: -16.21035 8.61704 -21.29705
C: -15.59112 8.36863 -22.54242
H: -19.92791 7.84284 -15.94263
H: -18.20126 7.42391 -15.47206
H: -18.79358 6.79125 -16.92372
H: -20.19882 9.36870 -17.68402
H: -19.32458 8.48790 -18.88292
H: -18.06891 11.12482 -17.67237
H: -19.28791 11.14805 -18.77206
H: -17.92876 9.77968 -20.27179
H: -16.62778 8.66076 -18.66635
H: -15.69811 10.05060 -18.36313
H: -14.63754 8.56873 -19.87474
H: -14.92295 10.15977 -20.62071
H: -15.16051 9.28795 -22.93930
H: -16.38318 8.01477 -23.20236
H: -14.86574 7.56165 -22.43889
C: -19.01313 15.31269 -14.75076
O: -18.14379 14.19682 -14.99984
C: -17.16497 14.00070 -13.98173
C: -16.16925 12.90380 -14.49901
N: -14.84978 12.86640 -13.83854
C: -14.82731 12.31877 -12.41746
C: -13.28360 12.30568 -12.18476
O: -12.57184 11.37211 -12.96390
C: -11.17255 11.56195 -12.93179
H: -19.66240 15.08365 -13.90572
H: -19.54940 15.63771 -15.64232
H: -18.39172 16.14471 -14.41959
H: -17.56131 13.68578 -13.01641
H: -16.65679 14.93153 -13.72991
H: -15.92036 13.09817 -15.54226
H: -16.66165 11.93193 -14.46578
H: -14.32192 12.26061 -14.45049
H: -15.28979 11.33203 -12.44100
H: -15.39581 12.97002 -11.75355
H: -13.17686 11.98017 -11.14998
H: -12.90227 13.32646 -12.15850
H: -10.82599 11.10639 -12.00418
H: -10.83060 12.57461 -13.14551
H: -10.84876 10.93221 -13.76045
C: -19.71829 13.69309 -4.91900
O: -19.31813 12.53294 -4.16429
C: -18.02736 12.02952 -4.52700
C: -17.59483 11.01085 -3.52658
N: -18.22880 9.71345 -3.90037
C: -17.82240 8.69122 -2.95276
C: -18.68892 7.46153 -3.09955
O: -20.07567 7.76987 -2.92188
C: -20.85443 6.61398 -2.67278
H: -19.01964 14.44434 -4.55074
H: -20.73858 14.05754 -4.79945
H: -19.54775 13.59793 -5.99136
H: -17.24723 12.79069 -4.53793
H: -17.95346 11.56750 -5.51146
H: -17.88868 11.34282 -2.53081
H: -16.50697 10.98739 -3.59058
H: -19.21568 9.69471 -3.68632
H: -17.94783 9.09704 -1.94894
H: -16.74987 8.50596 -3.01172
H: -18.34832 6.70387 -2.39383
H: -18.56324 6.98766 -4.07307
H: -21.80981 6.88236 -3.12368
H: -21.00603 6.42448 -1.61014
H: -20.53373 5.68848 -3.15101

## Properties
Structure (SMILES): COC[C@H](C)N.COC[C@H](C)N.COC[C@H](C)N.COC[C@H](C)N.COC[C@H](C)N.COC[C@H](C)N.COCCNCCOC.COCCNCCOC.COCCNCCOC.COCCNCCOC.COCCNCCOC
Electronic energy: -107421.2568 eV
Net charge: 0
Energy above the lowest of the compared OMol25 structures with the same formula, charge and spin: 351.01 kJ/mol
HOMO: -0.2979 Eh
LUMO: 0.60 eV

No. 2
Formula: C54H144N10O17
Source: the OMol25 dataset
Level of theory: wB97M-V/def2-TZVPD

Cartesian coordinates (Å):
C: 22.71023 6.08233 -11.32223
C: 22.06924 6.00826 -12.70815
O: 20.78589 6.58103 -12.69103
H: 22.18477 5.61534 -10.48921
H: 22.94502 7.08140 -10.95505
H: 23.65299 5.53816 -11.26605
H: 22.06155 4.96522 -13.02453
H: 22.79410 6.36001 -13.44230
H: 20.79901 7.29533 -13.33229
C: 19.51138 8.73510 -15.85892
C: 20.46378 9.59496 -15.03630
O: 21.28425 8.90595 -14.15974
H: 20.16096 7.95990 -16.26539
H: 19.01082 9.28386 -16.65667
H: 18.72026 8.18077 -15.35399
H: 19.92065 10.24125 -14.34680
H: 21.00261 10.26963 -15.70158
H: 21.81919 9.46441 -13.59091
C: 24.20328 2.85532 -7.56855
C: 25.45487 1.97773 -7.73070
O: 26.45457 2.44165 -6.85421
H: 24.38833 3.87551 -7.90484
H: 23.97396 3.02228 -6.51612
H: 23.31864 2.46261 -8.06983
H: 25.82041 2.04336 -8.75548
H: 25.27115 0.95013 -7.41703
H: 27.07644 1.76937 -6.56628
C: 23.73704 6.55414 -7.91935
O: 23.29353 7.86385 -8.07103
C: 24.29346 8.88005 -8.01977
C: 23.64309 10.30539 -8.15284
N: 22.49052 10.47571 -9.08325
C: 21.99330 11.82887 -9.01174
C: 20.63844 11.84760 -9.70139
O: 20.27207 13.11767 -10.03440
C: 19.02831 13.09082 -10.81205
H: 23.02379 5.78260 -8.20932
H: 24.11733 6.38338 -6.91220
H: 24.50872 6.41370 -8.67624
H: 24.99804 8.76377 -8.84327
H: 24.80429 8.82876 -7.05825
H: 24.45062 11.02749 -8.27350
H: 23.36874 10.45974 -7.10927
H: 21.91287 9.73779 -8.70654
H: 22.63281 12.54122 -9.53296
H: 21.82583 12.12672 -7.97668
H: 19.85997 11.33308 -9.13804
H: 20.79640 11.41285 -10.68837
H: 19.26607 12.65121 -11.78071
H: 18.59826 14.09142 -10.85652
H: 18.29449 12.41410 -10.37427
C: 11.59104 7.92328 -13.91599
O: 12.99681 8.15261 -13.74499
C: 13.67704 7.00339 -13.21002
C: 15.14449 7.22959 -13.49941
N: 15.69124 8.08468 -12.51086
C: 16.96074 8.77422 -12.69212
C: 17.32342 9.79901 -11.52277
O: 18.06671 9.21828 -10.44757
C: 19.33955 8.67731 -10.72518
H: 11.22527 8.90980 -14.20074
H: 11.11267 7.63839 -12.97893
H: 11.36167 7.12281 -14.61938
H: 13.51579 6.13801 -13.85284
H: 13.51889 6.80133 -12.15065
H: 15.23527 7.59745 -14.52143
H: 15.73592 6.31495 -13.54113
H: 14.94376 8.70929 -12.24398
H: 16.94665 9.35718 -13.61303
H: 17.72813 8.03213 -12.91235
H: 16.37159 10.13588 -11.11209
H: 17.73188 10.74226 -11.88544
H: 19.89749 9.30890 -11.41648
H: 19.11152 7.77064 -11.28559
H: 19.86363 8.41983 -9.80478
C: 20.57056 2.10804 -13.55256
O: 20.08175 1.88680 -12.22346
C: 20.57177 2.79410 -11.23159
C: 20.16271 2.30638 -9.82022
N: 20.57450 0.95944 -9.54985
C: 19.91996 0.38246 -8.33954
C: 20.02417 1.16479 -6.96789
O: 19.41644 0.50285 -5.92839
C: 20.08609 -0.72120 -5.59439
H: 20.08928 1.34671 -14.16644
H: 21.63149 1.86655 -13.48781
H: 20.43650 3.11784 -13.94042
H: 20.31019 3.85021 -11.29718
H: 21.64995 2.63865 -11.26960
H: 19.11977 2.55204 -9.62017
H: 20.77972 2.98548 -9.23180
H: 20.36804 0.51153 -10.43124
H: 20.31906 -0.62430 -8.21613
H: 18.84778 0.22066 -8.45080
H: 19.56492 2.14595 -7.08842
H: 21.07227 1.29197 -6.69697
H: 19.89107 -1.53216 -6.29611
H: 19.66482 -1.03470 -4.63923
H: 21.16613 -0.62652 -5.48196
C: 24.01746 2.86063 -15.35734
O: 24.91332 3.33631 -16.37472
C: 24.88019 4.68202 -16.80780
C: 25.98501 5.46857 -16.04883
N: 25.35932 6.01403 -14.82365
C: 26.39515 6.48197 -13.97476
C: 27.10356 5.47948 -13.09660
O: 26.18973 4.81016 -12.35494
C: 26.69196 3.67817 -11.70065
H: 22.99293 3.16279 -15.57451
H: 24.30819 3.21268 -14.36758
H: 24.08378 1.77761 -15.25362
H: 23.86648 5.08185 -16.78270
H: 25.22419 4.59810 -17.83868
H: 26.26500 6.30894 -16.68403
H: 26.77698 4.74535 -15.85427
H: 24.79651 5.33829 -14.32693
H: 26.02266 7.22663 -13.27132
H: 27.08615 7.11628 -14.52998
H: 27.84013 5.94963 -12.44505
H: 27.77005 4.89570 -13.73149
H: 27.58914 3.83327 -11.10140
H: 26.96856 2.95079 -12.46388
H: 25.85831 3.43745 -11.04096
C: 22.92475 9.24137 -18.91276
C: 24.19910 9.25802 -17.97128
C: 24.09607 10.34846 -16.83908
O: 24.31803 11.68239 -17.29706
C: 24.73737 12.64461 -16.37712
N: 24.32875 7.86233 -17.44078
H: 22.92373 10.08415 -19.60400
H: 22.03714 9.18283 -18.28281
H: 22.87418 8.36008 -19.55219
H: 25.14072 9.49044 -18.46869
H: 24.88313 10.04018 -16.15090
H: 23.15115 10.27144 -16.30122
H: 24.98284 13.61237 -16.81449
H: 25.66844 12.39180 -15.86987
H: 23.94371 12.84269 -15.65674
H: 23.57395 7.50228 -16.87442
H: 25.23641 7.69702 -17.02979
C: 23.52726 12.18657 -12.74723
C: 24.20042 10.80337 -12.53879
C: 25.28044 10.80634 -11.42370
O: 26.01174 9.57069 -11.33854
C: 27.21404 9.67449 -10.61939
N: 23.10896 9.90724 -12.21937
H: 22.94628 12.32149 -13.65956
H: 24.39140 12.84465 -12.83829
H: 22.94213 12.41826 -11.85726
H: 24.55861 10.51649 -13.52748
H: 24.84609 10.97965 -10.43911
H: 25.99514 11.62906 -11.44420
H: 27.56346 8.69852 -10.28253
H: 26.98057 10.26461 -9.73319
H: 27.91424 10.14781 -11.30772
H: 22.71399 10.14100 -11.31967
H: 23.60400 9.03249 -12.12016
C: 18.50011 5.87237 -20.67352
C: 19.94401 5.64211 -20.10350
C: 21.08487 5.88973 -21.07734
O: 22.40485 5.54116 -20.53156
C: 22.64547 4.14421 -20.44802
N: 20.22810 6.36006 -18.87439
H: 18.17937 6.88256 -20.92792
H: 17.80840 5.49495 -19.92040
H: 18.35273 5.28000 -21.57656
H: 19.98492 4.58780 -19.82987
H: 21.07911 6.95081 -21.32665
H: 20.95399 5.32860 -22.00260
H: 22.79979 3.84447 -21.48457
H: 21.86726 3.52090 -20.00755
H: 23.54195 4.12250 -19.82839
H: 19.70612 6.08392 -18.05501
H: 21.20806 6.19329 -18.69562
C: 20.37751 8.05023 -6.45668
C: 19.26012 7.03265 -6.82518
C: 19.71470 5.92575 -7.84192
O: 18.55232 5.18806 -8.21135
C: 17.62580 5.87863 -9.04869
N: 18.65001 6.46176 -5.68827
H: 21.15660 7.64815 -5.80902
H: 20.04695 8.90970 -5.87348
H: 20.90642 8.41183 -7.33849
H: 18.49669 7.67691 -7.26128
H: 20.37014 5.24163 -7.30295
H: 20.25135 6.32499 -8.70256
H: 17.07484 5.14256 -9.63414
H: 18.06317 6.47917 -9.84629
H: 16.87065 6.47760 -8.53971
H: 19.24887 5.88394 -5.11592
H: 18.08222 5.68511 -5.99573
C: 17.28012 5.63584 -16.93008
C: 18.12840 5.22582 -15.62240
C: 17.49203 4.04529 -14.82337
O: 17.13770 2.82328 -15.61701
C: 16.56380 1.72894 -14.85138
N: 19.50750 5.02317 -16.03877
H: 17.71925 6.45541 -17.49892
H: 16.26589 5.94888 -16.68221
H: 17.15348 4.79760 -17.61521
H: 18.18106 6.06413 -14.92772
H: 16.50244 4.32636 -14.46308
H: 18.03894 3.75060 -13.92775
H: 16.61861 0.84306 -15.48408
H: 15.54177 2.06764 -14.68159
H: 17.13380 1.49275 -13.95282
H: 19.99387 4.92411 -15.15916
H: 19.64118 4.15252 -16.53293
C: 17.77051 2.50687 -2.84650
C: 18.49994 3.44409 -3.77862
C: 20.03393 3.32540 -3.70284
O: 20.59170 3.94764 -4.86830
C: 22.00531 4.01659 -4.85226
N: 18.04437 3.06814 -5.05823
H: 18.07237 2.53394 -1.79948
H: 17.88892 1.50644 -3.26270
H: 16.73688 2.85025 -2.80412
H: 18.17383 4.47105 -3.61397
H: 20.25575 2.25877 -3.73758
H: 20.34678 3.68491 -2.72254
H: 22.28407 4.55632 -3.94723
H: 22.30254 4.52482 -5.76957
H: 22.55149 3.08159 -4.72758
H: 18.55982 3.53013 -5.79375
H: 18.22748 2.10313 -5.29347

## Properties
Electronic energy: -108028.7247 eV
Net charge: 0
Energy above the lowest of the compared OMol25 structures with the same formula, charge and spin: 177.24 kJ/mol
HOMO: -0.3089 Eh
LUMO: 0.47 eV

For each record above, in turn, the calculated HOMO-LUMO gap values are 8.70, 8.87 eV.